{
  "formula": "C2H3FNO3",
  "method": "the ωB97M-V functional and the def2-TZVPD basis",
  "elements": ["C", "C", "N", "O", "O", "O", "F", "H", "H", "H"],
  "coordinates": [[-1.726009, 0.137771, -0.097813], [-0.225620, -0.335683, -0.206733], [1.859894, 0.187157, 0.796680], [-1.871954, 1.321621, -0.423379], [-2.620234, -0.599418, 0.306299], [0.409379, 0.051480, 0.881781], [-0.030485, -1.653025, -0.494969], [0.202657, 0.300027, -1.197228], [1.941858, 1.113560, 0.444200], [2.060515, -0.523489, -0.008840]],
  "forces_ev_per_a": [[-0.609, 0.506, 0.197], [-0.404, 2.808, -4.422], [-0.813, -3.120, -1.636], [0.795, 1.105, -0.545], [0.074, -1.717, 0.386], [1.173, 0.398, 2.736], [0.215, -1.114, 0.108], [-0.844, -1.647, 2.222], [0.287, 0.898, -0.755], [0.128, 1.883, 1.709]],
  "lowdin_charge": [-0.725, -0.441, 0.052, -0.069, -0.037, -0.126, 0.012, 0.178, 0.048, 0.107],
  "energy_ha": -458.33781,
  "charge": -1,
  "smiles": "NO[C@@H](F)C(=O)[O-]",
  "orbital_gap_ev": 8.30,
  "lumo_ev": 4.1
}